(1)
Computed, not measured: one molecule with the formula C5H11BO in a non-equilibrium geometry, with ωB97M-V with the def2-TZVPD basis set.

## Properties
HOMO-LUMO gap = 0.379 Eh
Molar mass = 97.95 g mol⁻¹
SMILES string = BO/C(=C\C)CC
Lowest unoccupied orbital energy = 0.0313 Eh

Atoms and positions in Å:
B  -0.33  2.12  0.12
C  -1.16  -0.99  0.09
C  -0.01  -0.44  0.41
C  -2.47  -0.28  -0.06
C  2.28  -0.34  -0.42
C  1.35  -1.02  0.53
O  -0.03  1.06  0.82
H  -0.55  2.10  -1.09
H  -0.14  3.25  0.32
H  -0.98  -2.01  -0.18
H  -2.44  0.60  0.48
H  -2.79  0.01  -1.05
H  -3.30  -0.87  0.18
H  1.73  -0.08  -1.37
H  3.25  -0.88  -0.56
H  2.45  0.75  -0.09
H  1.76  -0.88  1.51
H  1.38  -2.09  0.37

(2)
Computed, not measured: C35H40N4O3S2W as an isolated structure, with ωB97M-V with the def2-TZVPD basis set.

## Properties
HOMO-LUMO gap (spin up / spin down) = 0.274 / 0.265 Eh
Molar mass = 812.70 g mol⁻¹
Lowest unoccupied orbital energy (spin up / spin down) = -0.2010 / -0.2349 Eh
Net charge = +2
Spin multiplicity = 3

Atoms and positions in Å:
W  1.21  -0.11  -0.09
O  0.57  -1.89  -0.56
C  0.12  -2.36  -1.74
C  0.31  -3.70  -2.06
C  -0.19  -4.21  -3.23
C  -0.93  -3.41  -4.12
C  -1.14  -2.09  -3.80
C  -0.60  -1.53  -2.63
C  -0.83  -0.14  -2.37
N  -0.26  0.58  -1.45
C  -0.65  1.99  -1.34
C  -0.60  2.33  0.14
N  0.71  1.88  0.62
C  1.31  2.56  1.53
C  2.56  2.22  2.16
C  3.05  3.08  3.17
C  4.23  2.80  3.82
C  4.95  1.66  3.47
C  4.49  0.80  2.48
C  3.29  1.07  1.83
O  2.87  0.21  0.89
H  0.87  -4.32  -1.37
H  -0.03  -5.25  -3.47
H  -1.34  -3.83  -5.02
H  -1.71  -1.45  -4.46
H  -1.55  0.35  -3.02
H  -1.64  2.16  -1.76
H  0.08  2.60  -1.88
H  -1.37  1.76  0.66
H  -0.76  3.39  0.33
H  0.85  3.49  1.86
H  2.47  3.96  3.42
H  4.59  3.46  4.59
H  5.88  1.44  3.97
H  5.05  -0.08  2.20
O  0.10  -0.51  1.67
S  0.11  -1.49  2.86
C  1.04  -0.63  4.14
C  0.21  0.35  4.92
C  -0.56  1.33  4.29
C  -1.30  2.22  5.04
C  -1.28  2.15  6.43
C  -0.52  1.18  7.06
C  0.21  0.27  6.30
C  1.32  -2.77  2.43
C  1.40  -3.76  3.55
C  0.31  -4.59  3.84
C  0.38  -5.48  4.89
C  1.53  -5.56  5.67
C  2.62  -4.75  5.38
C  2.55  -3.84  4.33
H  1.89  -0.17  3.62
H  1.42  -1.43  4.79
H  -0.59  1.37  3.21
H  -1.90  2.97  4.55
H  -1.86  2.85  7.02
H  -0.51  1.11  8.14
H  0.79  -0.50  6.80
H  2.27  -2.26  2.24
H  0.94  -3.19  1.50
H  -0.58  -4.54  3.23
H  -0.47  -6.12  5.11
H  1.58  -6.26  6.49
H  3.52  -4.82  5.98
H  3.40  -3.21  4.10
C  3.50  2.62  -1.52
N  2.88  2.27  -2.79
C  2.37  3.41  -3.55
C  2.72  1.00  -3.19
S  2.69  -0.31  -2.07
N  2.63  0.72  -4.49
C  3.35  1.50  -5.51
C  2.13  -0.56  -4.98
H  4.18  3.46  -1.69
H  4.07  1.78  -1.13
H  2.75  2.93  -0.79
H  1.85  4.08  -2.86
H  1.66  3.07  -4.30
H  3.16  3.98  -4.04
H  4.06  2.17  -5.05
H  2.66  2.06  -6.14
H  3.89  0.79  -6.14
H  1.36  -0.95  -4.32
H  2.94  -1.29  -5.05
H  1.71  -0.40  -5.97

Q: Which value of molar mass does entry 1 give?
A: 97.95 g mol⁻¹

Q: Which value of molar mass does entry 1 give?
A: 97.95 g mol⁻¹

Q: Which value of molar mass does entry 2 give?
A: 812.70 g mol⁻¹